A structure of composition C34H32F4N6O2S2Sr, computed with ωB97M-V/def2-TZVPD.

Atoms and positions in Å:
Sr 1.709 0.612 1.604
C 5.835 3.036 4.203
C 4.731 2.207 3.537
N 3.670 2.953 2.859
C 4.127 3.782 1.748
C 4.628 2.956 0.568
C 2.772 3.642 3.796
C 1.524 2.790 4.031
N 0.871 2.544 2.759
C -0.167 3.261 2.325
C -0.535 3.128 0.955
F 0.325 2.431 0.140
C -1.686 3.624 0.402
F -1.956 3.360 -0.888
C -2.573 4.381 1.143
C -2.205 4.631 2.454
F -3.011 5.390 3.211
C -1.057 4.127 3.025
F -0.825 4.465 4.316
H 6.585 2.365 4.623
H 5.448 3.652 5.016
H 6.335 3.690 3.489
H 4.252 1.581 4.293
H 5.187 1.530 2.813
H 4.910 4.490 2.054
H 3.273 4.371 1.412
H 5.542 2.413 0.807
H 4.834 3.608 -0.281
H 3.855 2.241 0.271
H 2.450 4.593 3.370
H 3.264 3.856 4.752
H 0.889 3.268 4.773
H 1.850 1.824 4.441
H -3.483 4.780 0.721
C -7.916 -5.596 -6.880
O -6.507 -5.678 -6.967
C -5.779 -4.967 -6.079
C -4.393 -5.113 -6.165
C -3.564 -4.435 -5.304
C -4.096 -3.586 -4.325
C -5.476 -3.439 -4.252
C -6.318 -4.120 -5.118
C -3.184 -2.902 -3.413
N -1.874 -2.924 -3.508
C -1.413 -2.183 -2.459
C -2.464 -1.698 -1.704
N -3.590 -2.175 -2.324
C -2.279 -0.924 -0.526
C -3.313 -0.426 0.283
C -3.003 0.274 1.420
C -1.657 0.431 1.757
N -0.667 -0.005 1.001
C -0.946 -0.647 -0.148
C 0.166 -1.070 -0.985
N 1.409 -0.673 -0.645
C 2.433 -1.121 -1.344
C 2.303 -1.965 -2.449
C 1.042 -2.331 -2.850
C -0.060 -1.877 -2.116
H -8.302 -6.267 -7.641
H -8.274 -4.583 -7.083
H -8.273 -5.917 -5.898
H -3.994 -5.776 -6.922
H -2.491 -4.543 -5.363
H -5.925 -2.775 -3.522
H -7.387 -3.980 -5.037
H -4.540 -2.003 -2.049
H -4.347 -0.597 0.007
H -3.768 0.697 2.057
H -1.378 0.934 2.676
H 3.415 -0.800 -1.013
H 3.185 -2.310 -2.970
H 0.868 -2.962 -3.711
C 5.907 -0.790 3.820
O 4.600 -0.894 3.255
C 4.142 -2.108 2.842
S 5.063 -3.477 2.846
S 2.570 -2.022 2.183
H 5.940 0.164 4.343
H 6.663 -0.816 3.033
H 6.101 -1.609 4.507

The total energy comes out at -82191.723 eV. The maximum force is 1.090 eV/Å. As for the net charge: 0.

A structure of composition C34H32IN6O3S2Sn, computed with ωB97M-V/def2-TZVPD.

Atoms and positions in Å:
Sn 0.421 1.033 -0.193
C -1.314 3.239 -3.895
C -0.633 2.233 -3.013
N -0.885 2.212 -1.733
N -1.696 3.276 -1.320
C -2.331 3.241 -0.222
S -2.613 2.057 1.006
S -3.047 4.720 0.418
C -1.617 5.844 0.198
C -0.337 5.300 0.756
C -0.146 5.211 2.133
C 1.042 4.714 2.646
C 2.044 4.279 1.789
C 1.862 4.361 0.417
C 0.677 4.875 -0.095
C 0.287 1.280 -3.624
C 0.022 0.848 -4.939
C 0.850 -0.031 -5.594
C 2.014 -0.467 -4.956
C 2.312 -0.050 -3.680
C 1.450 0.805 -2.974
O 1.780 1.149 -1.737
H -1.261 4.220 -3.426
H -2.379 3.012 -3.992
H -0.859 3.274 -4.878
H -1.934 6.744 0.729
H -1.530 6.086 -0.859
H -0.930 5.541 2.806
H 1.188 4.672 3.719
H 2.964 3.878 2.191
H 2.640 4.029 -0.259
H 0.542 4.950 -1.168
H -0.871 1.198 -5.440
H 0.615 -0.358 -6.597
H 2.690 -1.139 -5.469
H 3.211 -0.377 -3.177
C -4.416 1.001 -1.672
C -4.254 -0.223 -0.826
N -5.129 -1.207 -1.003
C -5.017 -2.300 -0.254
C -4.033 -2.501 0.700
C -4.013 -3.786 1.492
O -4.217 -3.570 2.878
C -3.083 -1.484 0.891
C -2.009 -1.700 1.885
N -0.925 -1.042 1.907
C 0.051 -1.466 2.836
C 0.491 -2.789 2.824
C 1.483 -3.210 3.694
C 2.040 -2.309 4.591
C 1.607 -0.992 4.609
C 0.625 -0.565 3.727
I -0.004 1.416 3.769
C -3.220 -0.345 0.110
O -2.257 0.651 0.173
H -5.055 0.763 -2.520
H -3.462 1.394 -2.021
H -4.897 1.798 -1.100
H -5.755 -3.076 -0.432
H -3.042 -4.277 1.412
H -4.753 -4.475 1.076
H -5.122 -3.277 3.025
H -2.210 -2.484 2.616
H 0.054 -3.478 2.111
H 1.819 -4.237 3.671
H 2.812 -2.627 5.278
H 2.034 -0.292 5.313
C -2.459 -2.858 -3.355
N -1.478 -2.327 -2.419
C -0.662 -3.054 -1.585
C 0.046 -2.147 -0.861
N -0.333 -0.881 -1.241
C -1.248 -1.033 -2.178
H -2.054 -3.746 -3.835
H -2.660 -2.109 -4.118
H -3.384 -3.102 -2.837
H -0.652 -4.130 -1.594
H 0.791 -2.315 -0.102
H -1.751 -0.234 -2.696

The total energy comes out at -86457.802 eV. The maximum force is 0.237 eV/Å. As for the net charge: +1.

A structure of composition C34H32N3OPS6Sr, computed with ωB97M-V/def2-TZVPD.

Atoms and positions in Å:
Sr 1.999 0.834 -1.027
S 9.047 1.313 -0.222
C 7.441 0.976 -0.238
S 6.662 0.055 -1.476
C 5.036 0.028 -0.794
C 4.869 0.721 0.359
S 3.408 0.968 1.271
S 6.323 1.523 0.964
S 3.884 -0.874 -1.726
C 1.693 1.625 -4.382
C 0.448 2.037 -3.588
C -0.110 3.360 -4.106
C -0.608 0.950 -3.668
C -1.920 1.230 -2.918
O -2.312 -0.077 -2.434
C -1.195 -0.842 -2.527
N -0.178 -0.339 -3.103
C -1.325 -2.255 -2.091
C -2.093 -3.087 -2.902
C -2.182 -4.439 -2.622
C -1.492 -4.964 -1.537
C -0.731 -4.136 -0.730
C -0.652 -2.767 -0.985
P 0.242 -1.588 0.107
C 1.564 -2.634 0.818
C 1.878 -2.596 2.174
C 2.911 -3.376 2.674
C 3.640 -4.195 1.826
C 3.354 -4.216 0.468
C 2.327 -3.433 -0.034
C -0.959 -1.468 1.489
C -1.328 -2.556 2.279
C -2.254 -2.398 3.296
C -2.832 -1.154 3.528
C -2.480 -0.069 2.743
C -1.542 -0.224 1.730
H 2.511 2.329 -4.209
H 1.470 1.622 -5.452
H 2.019 0.620 -4.107
H 0.720 2.158 -2.537
H -0.477 3.235 -5.129
H 0.669 4.125 -4.112
H -0.932 3.729 -3.486
H -0.819 0.767 -4.730
H -2.713 1.622 -3.545
H -1.762 1.880 -2.052
H -2.601 -2.669 -3.764
H -2.769 -5.086 -3.263
H -1.546 -6.024 -1.319
H -0.182 -4.560 0.100
H 1.327 -1.946 2.842
H 3.148 -3.342 3.731
H 4.438 -4.813 2.221
H 3.939 -4.831 -0.204
H 2.115 -3.438 -1.095
H -0.885 -3.528 2.105
H -2.527 -3.248 3.909
H -3.556 -1.035 4.326
H -2.939 0.897 2.914
H -1.261 0.620 1.109
N 1.413 3.371 2.003
C 0.164 3.450 1.509
S -0.058 3.596 -0.158
N -0.790 3.461 2.475
C -2.209 3.359 2.491
C -3.053 3.353 1.382
C -4.423 3.211 1.562
C -4.973 3.089 2.828
C -4.137 3.124 3.934
C -2.770 3.254 3.766
H 2.165 3.205 1.356
H 1.586 3.124 2.964
H -0.415 3.417 3.408
H -2.639 3.469 0.398
H -5.070 3.206 0.693
H -6.043 2.977 2.954
H -4.550 3.045 4.932
H -2.120 3.272 4.637

The total energy comes out at -117434.445 eV. The maximum force is 1.154 eV/Å. As for the net charge: 0.

We obtain E_LUMO values of -0.5966 -2.9913 0.0724 eV for the records listed above, in that order.